The following is a DFT calculation (ωB97M-V with the def2-TZVPD basis set) of 9 unconnected molecules or ions with the total composition C60H139N9O11 in a non-equilibrium geometry.

```
219
Properties=species:S:1:pos:R:3:forces:R:3
C -0.618 -7.590 3.442 -0.2 -0.8 -1.0
C -0.843 -6.168 2.865 0.0 -2.0 1.4
C 0.110 -5.400 3.758 0.4 2.2 -0.2
C 0.429 -4.010 3.215 0.0 0.1 -0.2
C 1.067 -4.205 1.845 -1.6 0.7 -0.1
C 0.084 -4.966 0.838 2.1 -0.5 -0.1
N -0.424 -6.175 1.461 2.9 1.5 2.4
O -1.118 -6.972 0.634 -2.1 -1.0 -1.2
C -1.066 -4.120 0.322 -0.1 0.9 1.2
C 1.068 -5.350 -0.274 -0.2 -0.6 -2.1
C -2.308 -5.796 3.104 -0.1 0.7 -0.4
H -0.600 -7.656 4.529 -0.5 0.3 0.0
H 0.359 -7.958 3.128 0.1 0.1 -0.2
H -1.350 -8.280 3.021 -0.1 -0.2 0.2
H -0.281 -5.262 4.766 -0.4 -0.4 0.0
H 1.074 -5.897 3.868 0.0 -0.3 -0.1
H 1.033 -3.440 3.921 0.6 -0.2 -0.1
H -0.439 -3.354 3.136 -0.5 -0.3 -0.2
H 2.043 -4.672 1.969 -0.2 -0.4 -0.3
H 1.238 -3.234 1.380 0.1 0.0 -0.1
H -0.737 -3.165 -0.088 0.0 -0.1 -0.4
H -1.830 -4.599 -0.290 0.6 -0.3 -0.3
H -1.600 -3.870 1.239 -0.3 0.4 0.0
H 0.655 -5.973 -1.069 -0.9 0.0 -0.1
H 1.394 -4.496 -0.870 0.1 0.4 0.4
H 1.960 -5.954 -0.104 0.1 0.3 1.2
H -2.930 -6.354 2.404 -0.1 0.0 0.1
H -2.475 -4.733 2.928 0.0 0.1 -0.2
H -2.667 -5.956 4.121 0.3 -0.4 0.1
H -0.486 -7.526 0.169 0.2 -0.2 0.2
C -4.344 -3.053 -0.366 -0.4 0.8 -0.9
C -4.718 -3.028 -1.891 -0.9 1.8 1.4
C -6.240 -3.260 -2.042 0.7 -1.5 -0.3
C -7.178 -2.220 -1.571 0.2 1.4 0.0
C -6.832 -0.977 -2.374 0.4 0.1 0.9
C -5.347 -0.545 -2.249 -0.5 -0.4 1.0
N -4.454 -1.696 -2.528 -2.2 -0.9 -0.6
O -3.128 -1.322 -2.485 0.8 0.2 0.6
C -5.219 0.511 -3.300 1.1 0.3 -1.0
C -5.090 0.142 -0.842 -0.7 -0.4 -1.2
C -3.914 -4.124 -2.538 0.0 0.3 -0.5
H -4.649 -4.023 0.028 0.4 0.0 0.3
H -4.841 -2.259 0.191 -0.3 -0.2 0.0
H -3.287 -2.811 -0.258 0.1 -0.5 0.1
H -6.514 -3.319 -3.096 0.5 -0.6 -0.3
H -6.445 -4.221 -1.569 -0.1 -0.2 -0.1
H -7.074 -1.966 -0.516 -0.3 -0.3 0.2
H -8.198 -2.499 -1.837 -0.1 -0.1 0.5
H -7.405 -0.135 -1.984 -0.2 0.2 -0.3
H -7.074 -1.135 -3.425 0.0 0.0 -0.1
H -5.172 0.101 -4.309 0.0 -0.4 -0.1
H -6.090 1.166 -3.311 0.3 0.3 0.4
H -4.268 1.023 -3.151 -0.1 0.5 -0.1
H -5.808 -0.288 -0.143 0.5 -0.1 0.5
H -4.040 0.069 -0.561 -0.1 -0.2 0.2
H -5.341 1.200 -0.906 0.0 0.0 -0.1
H -2.861 -3.881 -2.394 0.1 -0.3 -0.1
H -4.123 -4.194 -3.605 0.0 0.0 -0.1
H -4.160 -5.076 -2.067 0.2 0.0 0.0
H -2.864 -1.456 -3.399 0.7 0.4 0.0
C -3.142 8.145 -0.952 0.9 -0.2 0.2
C -3.654 6.691 -1.122 -1.2 -0.1 0.3
C -3.170 6.147 -2.474 -0.2 0.1 -1.3
C -3.469 4.690 -2.764 -0.4 -0.5 0.9
C -2.941 3.797 -1.684 0.3 0.8 1.1
C -3.441 4.277 -0.244 0.7 -1.4 0.1
N -3.197 5.716 -0.093 1.5 0.3 -2.9
O -3.238 6.274 1.160 -0.3 -0.3 1.2
C -4.894 3.843 -0.014 -0.4 0.3 -0.2
C -2.603 3.451 0.792 0.9 0.5 -0.6
C -5.193 6.840 -1.011 0.2 0.4 -1.5
H -3.256 8.680 -1.895 -0.2 -0.2 -0.1
H -2.080 8.222 -0.717 0.2 -0.3 0.0
H -3.642 8.752 -0.198 -0.3 -0.4 0.1
H -3.559 6.589 -3.392 -0.9 1.1 0.5
H -2.129 6.419 -2.648 0.5 -0.5 0.7
H -3.088 4.390 -3.740 -0.1 0.0 -0.1
H -4.538 4.478 -2.719 -0.4 0.5 -0.7
H -1.857 3.883 -1.764 0.2 -0.4 0.5
H -3.259 2.769 -1.857 0.1 -0.2 0.2
H -5.339 4.521 0.716 -0.1 -0.2 0.2
H -5.509 3.914 -0.911 0.0 0.0 -0.1
H -4.959 2.810 0.327 0.1 0.1 0.1
H -2.811 3.633 1.846 -0.5 -0.1 -0.1
H -2.577 2.390 0.539 -0.9 -0.2 0.1
H -1.526 3.591 0.694 0.1 0.8 -0.1
H -5.469 7.275 -0.051 -0.1 -0.6 0.1
H -5.720 5.946 -1.346 -0.1 -0.1 0.7
H -5.508 7.571 -1.756 0.0 0.3 -0.1
H -2.304 6.234 1.379 0.0 0.3 0.6
C -4.885 1.050 3.340 -0.7 -0.5 0.3
C -3.758 0.126 3.840 1.4 1.0 -1.0
C -2.466 1.104 3.900 -2.3 0.2 0.4
C -1.334 0.545 4.659 0.5 -0.8 0.3
C -1.772 0.053 6.043 0.2 0.6 -1.3
C -2.934 -0.971 5.958 0.7 -0.1 0.8
N -4.089 -0.419 5.184 3.6 2.7 0.3
O -5.198 -1.226 5.227 -0.8 -0.9 -0.7
C -2.415 -2.300 5.364 -1.0 -0.7 0.2
C -3.401 -1.268 7.408 -0.2 -0.1 -0.5
C -3.545 -0.939 2.723 0.6 -0.3 0.4
H -4.615 1.687 2.498 0.3 -0.4 -0.2
H -5.287 1.750 4.073 0.2 -0.2 0.5
H -5.706 0.403 3.030 -0.3 0.1 -0.3
H -2.287 1.496 2.898 0.3 -0.6 -0.3
H -2.768 2.017 4.415 -0.4 0.1 0.3
H -0.545 1.267 4.867 0.2 0.1 -0.6
H -0.942 -0.304 4.099 0.5 0.0 0.0
H -1.946 0.948 6.642 -0.8 -0.1 0.2
H -0.820 -0.307 6.434 -0.4 -1.0 0.5
H -3.334 -2.851 5.161 -0.1 -0.3 -0.3
H -1.840 -2.310 4.438 0.1 0.5 0.2
H -1.915 -2.927 6.102 0.3 0.3 0.1
H -2.572 -1.342 8.112 0.2 0.0 -0.2
H -4.064 -0.485 7.775 -0.1 0.0 -0.1
H -3.911 -2.232 7.409 -0.3 0.1 0.2
H -3.510 -0.509 1.722 -0.7 0.2 0.0
H -4.274 -1.741 2.831 -0.4 0.2 -0.3
H -2.593 -1.470 2.745 0.3 0.2 0.5
H -5.848 -0.565 4.978 -0.7 -0.3 0.3
C 5.596 -2.961 1.383 0.6 0.5 0.0
O 6.775 -2.768 0.594 0.4 0.0 -0.6
C 8.023 -2.651 1.334 -1.4 -1.9 0.6
C 9.264 -2.438 0.547 0.0 1.0 -0.9
N 9.658 -3.475 -0.390 -0.4 0.0 0.3
C 10.631 -2.968 -1.348 -0.8 -0.8 -0.3
C 10.589 -3.810 -2.604 0.5 0.8 -1.1
O 9.507 -3.444 -3.464 0.1 0.0 1.4
C 9.574 -4.136 -4.666 -0.5 0.4 -0.6
H 4.715 -3.116 0.761 0.3 0.4 -0.5
H 5.472 -2.054 1.974 -0.3 -0.1 0.3
H 5.573 -3.849 2.015 0.7 -0.1 0.3
H 8.164 -3.650 1.748 -0.1 0.0 1.0
H 7.927 -1.858 2.076 0.0 -0.1 0.2
H 10.095 -2.289 1.237 -0.1 0.1 0.3
H 9.086 -1.485 0.046 0.4 0.4 -0.4
H 8.839 -3.727 -0.925 -0.2 -0.1 -0.1
H 11.641 -2.980 -0.939 0.0 0.1 0.1
H 10.345 -1.960 -1.652 0.3 0.4 -0.1
H 10.579 -4.890 -2.453 0.0 -0.1 0.4
H 11.460 -3.541 -3.203 0.6 -0.3 0.1
H 8.731 -3.716 -5.215 0.0 -0.6 -0.4
H 9.519 -5.218 -4.546 -0.3 -0.2 0.1
H 10.484 -3.935 -5.233 0.3 0.2 0.0
C -2.484 -2.358 -5.430 0.0 -0.2 -0.9
O -1.826 -1.269 -4.883 0.9 0.1 1.3
C -1.824 -0.069 -5.600 0.5 1.1 0.7
C -1.073 0.943 -4.686 -0.7 -0.8 -0.3
N 0.298 0.550 -4.487 -0.2 0.3 -1.4
C 1.166 1.454 -3.743 0.2 -1.7 -0.1
C 2.507 0.695 -3.652 0.0 1.2 0.8
O 2.562 -0.156 -2.540 -0.4 -1.3 0.5
C 3.740 -0.957 -2.484 -0.2 -0.1 -0.2
H -2.189 -2.385 -6.480 -0.4 -0.5 -0.3
H -3.559 -2.243 -5.294 -0.3 -0.2 -0.3
H -2.142 -3.261 -4.926 0.0 0.1 0.0
H -2.845 0.285 -5.746 -0.2 0.1 -0.2
H -1.321 -0.185 -6.560 0.1 -0.1 -0.2
H -1.582 0.853 -3.725 -0.6 0.6 0.2
H -1.182 1.948 -5.095 0.2 0.1 0.1
H 0.254 -0.394 -4.128 0.5 0.0 0.4
H 0.711 1.665 -2.775 0.4 0.3 0.4
H 1.342 2.390 -4.273 -0.2 0.0 -0.2
H 3.314 1.396 -3.434 0.3 0.4 -0.9
H 2.604 0.127 -4.578 0.4 0.2 -0.2
H 3.680 -1.653 -1.648 -0.3 0.2 0.1
H 4.651 -0.371 -2.358 0.0 0.3 0.0
H 3.846 -1.551 -3.392 0.0 0.0 -0.2
C 2.401 -0.805 2.271 -0.3 0.9 0.6
C 1.737 -0.419 0.962 0.7 0.5 -0.3
C 0.424 0.290 1.215 -0.7 0.8 0.2
O -0.246 0.985 0.145 -0.1 -1.6 -1.1
C -0.815 0.138 -0.880 0.4 -0.2 0.1
N 2.644 0.440 0.244 0.9 0.5 -1.1
H 2.550 0.099 2.862 -0.1 0.2 0.1
H 3.416 -1.157 2.086 -0.3 -0.5 0.0
H 1.751 -1.446 2.867 0.4 -0.4 0.0
H 1.711 -1.351 0.397 -0.7 0.0 -0.4
H 0.609 1.170 1.833 0.5 -0.2 0.5
H -0.222 -0.355 1.811 -0.6 -0.2 -0.3
H -1.423 -0.666 -0.465 -0.4 0.3 0.2
H -0.114 -0.387 -1.530 0.9 0.0 0.4
H -1.352 0.715 -1.632 -0.5 0.4 0.7
H 2.565 1.431 0.425 -0.3 0.1 0.9
H 2.459 0.426 -0.750 0.0 -0.5 -0.2
C 4.492 3.284 0.619 0.0 0.5 0.4
C 5.848 3.006 1.244 1.3 2.5 -0.6
C 6.149 3.846 2.525 0.1 -1.8 -0.8
O 6.389 5.159 2.178 0.2 1.2 0.4
C 6.921 5.871 3.290 -0.4 0.2 -0.2
N 6.043 1.645 1.505 -0.5 -2.0 1.0
H 4.374 4.295 0.231 0.1 0.0 0.1
H 3.781 3.149 1.435 -0.5 0.0 -0.1
H 4.260 2.565 -0.166 0.1 0.0 0.0
H 6.658 3.268 0.563 0.0 0.5 -0.3
H 7.029 3.443 3.029 0.4 -0.3 -0.2
H 5.362 3.668 3.260 -0.6 0.5 0.2
H 7.054 6.917 3.015 -0.1 -0.1 -0.1
H 7.879 5.489 3.646 0.2 -0.3 -0.3
H 6.234 5.795 4.133 -0.2 0.2 0.1
H 5.988 1.125 0.640 0.2 -0.1 -0.2
H 5.174 1.391 1.954 -0.1 -0.9 0.5
C 0.755 6.279 -1.044 0.3 0.0 1.2
C 0.963 4.912 -1.659 0.8 -1.5 -0.5
C 2.373 4.767 -2.368 -1.8 0.3 -0.6
O 2.124 5.040 -3.760 0.8 -0.1 0.4
C 3.232 4.848 -4.633 -0.7 0.2 -0.2
N 0.900 3.815 -0.665 0.0 1.1 1.1
H 0.041 6.213 -0.222 -0.2 -0.1 0.1
H 0.364 7.073 -1.679 0.3 -0.3 -0.5
H 1.697 6.588 -0.591 0.0 0.3 0.0
H 0.133 4.766 -2.350 0.4 0.0 -0.8
H 2.776 3.766 -2.212 -0.1 -0.3 -0.2
H 3.103 5.438 -1.914 0.0 0.4 -0.2
H 2.853 4.988 -5.646 -0.2 -0.1 0.0
H 3.634 3.836 -4.583 0.2 -0.1 0.3
H 4.017 5.597 -4.526 0.2 0.0 0.5
H 0.022 3.860 -0.168 0.0 0.1 0.1
H 0.969 2.848 -0.947 0.2 0.2 -0.7
```
Positions in Å, forces in eV/Å.

Its HOMO energy is -8.0 eV. For the LUMO energy, the calculation gives 0.56 eV. As for the HOMO-LUMO gap: 8.526 eV. Its SMILES is CC1(C)CCCC(C)(C)N1O.CC1(C)CCCC(C)(C)N1O.CC1(C)CCCC(C)(C)N1O.CC1(C)CCCC(C)(C)N1O.COC[C@H](C)N.COC[C@H](C)N.COC[C@H](C)N.COCCNCCOC.COCCNCCOC. The total energy is -3689.48171 hartree. For the energy above the lowest of the compared OMol25 structures with the same formula, charge and spin, the calculation gives 79.06 kcal per mole. Its spin multiplicity is 1.